1.
Computed, not measured: a structure of composition CH2N2O3 at a distorted geometry, with wB97M-V/def2-TZVPD.

```
! RIJCOSX wB97M-V def2-TZVPD def2/J DEFGRID3
* xyz 0 1
C -0.325 0.374 0.708
N 0.640 -0.687 -1.187
N -0.407 1.173 -0.954
O 0.628 0.958 1.202
O 0.300 0.432 -1.656
O -1.051 -0.557 1.407
H 1.256 -1.320 -1.832
H -1.041 -0.372 2.312
*
```

Calculated values
- HOMO-LUMO gap (alpha / beta) (eV) = 9.89 / 9.47
- E_HOMO (alpha / beta) (eV) = -10.06 / -9.86
- E (eV) = -10184.8075

***

2.
Computed, not measured: the ion CH2N2O3S with charge -2 at a distorted geometry, with wB97M-V/def2-TZVPD.

```
! RIJCOSX wB97M-V def2-TZVPD def2/J DEFGRID3
* xyz -2 1
N 0.067 -0.380 -1.062
S 0.505 0.697 0.021
O -0.372 1.897 0.064
N 2.167 1.158 0.071
C 2.881 -0.043 -0.079
O 2.283 -1.169 0.012
O 4.149 0.107 -0.125
H 1.034 -0.729 -1.136
H 0.389 0.129 1.308
*
```

Calculated values
- HOMO-LUMO gap (eV) = 6.34
- E_HOMO (eV) = 0.43
- E (eV) = -21024.3099

***

3.
Computed, not measured: a structure of composition CH2N2O3S at a distorted geometry, with wB97M-V/def2-TZVPD.

```
! RIJCOSX wB97M-V def2-TZVPD def2/J DEFGRID3
* xyz 0 1
C -0.162 -0.079 -0.322
N 0.660 -0.689 0.284
N -0.749 0.896 -0.760
O -2.116 -0.877 0.726
O -3.123 0.000 -1.275
O -3.045 1.357 0.804
S -2.545 0.325 -0.013
H 0.508 -1.645 0.819
H -0.552 1.388 -1.692
*
```

Calculated values
- HOMO-LUMO gap (eV) = 10.38
- E_HOMO (eV) = -10.84
- E (eV) = -21024.5558

***

4.
Computed, not measured: a cluster of 2 separate species, CH2N2O4S in total at a distorted geometry, with wB97M-V/def2-TZVPD.

```
! RIJCOSX wB97M-V def2-TZVPD def2/J DEFGRID3
* xyz 0 1
O 3.051 0.779 -0.636
S 2.101 0.088 0.226
O 1.776 0.633 1.511
N 1.447 -1.234 -0.282
O 0.679 -1.897 0.662
H -0.238 -1.685 0.440
N -2.454 1.405 -0.747
C -2.010 0.342 -0.481
O -1.738 -0.754 -0.298
H -2.613 2.324 -0.396
*
```

Calculated values
- HOMO-LUMO gap (eV) = 10.50
- E_HOMO (eV) = -10.80
- E (eV) = -23070.9072

***

5.
Computed, not measured: a cluster of 2 separate species, CH2N2O4S in total at a distorted geometry, with wB97M-V/def2-TZVPD.

```
! RIJCOSX wB97M-V def2-TZVPD def2/J DEFGRID3
* xyz 0 1
C -0.887 -0.852 0.177
N -1.319 0.393 0.113
N 0.389 -1.075 -0.519
O 1.021 -2.065 -0.266
O -1.407 -1.791 0.742
O 0.898 2.042 -0.913
O 1.911 0.581 0.809
S 1.905 1.044 -0.589
H -0.493 0.972 -0.156
H -2.018 0.750 0.602
*
```

Calculated values
- HOMO-LUMO gap (eV) = 8.09
- E_HOMO (eV) = -9.84
- E (eV) = -23071.5593

***

6.
Computed, not measured: a structure of composition CH2N2OS at a distorted geometry, with wB97M-V/def2-TZVPD.

```
! RIJCOSX wB97M-V def2-TZVPD def2/J DEFGRID3
* xyz 0 1
C -1.022 1.448 -0.188
N -1.775 1.615 -1.033
N 0.333 -1.475 0.555
O 1.318 1.680 -0.752
S 0.615 1.106 0.361
H 1.179 -2.011 0.362
H -0.649 -2.362 0.695
*
```

Calculated values
- HOMO-LUMO gap (alpha / beta) (eV) = 9.69 / 7.16
- E_HOMO (alpha / beta) (eV) = -11.12 / -8.86
- E (eV) = -16926.3940

***

7.
Computed, not measured: the molecule CH2N2OS2 at a distorted geometry, with wB97M-V/def2-TZVPD.

```
! RIJCOSX wB97M-V def2-TZVPD def2/J DEFGRID3
* xyz 0 1
C -0.817 0.096 -0.037
N -0.341 1.009 -0.962
N 0.766 1.295 -1.173
O 0.462 -1.955 0.841
S 1.990 0.508 0.139
S 0.499 -0.559 1.208
H -1.529 0.472 0.592
H -1.029 -0.867 -0.607
*
```

Calculated values
- HOMO-LUMO gap (eV) = 10.00
- E_HOMO (eV) = -9.75
- E (eV) = -27764.7651

***

8.
Computed, not measured: the molecule CH2N2OS2 at a distorted geometry, with wB97M-V/def2-TZVPD.

```
! RIJCOSX wB97M-V def2-TZVPD def2/J DEFGRID3
* xyz 0 1
C 0.260 -1.240 0.013
N -1.290 -0.992 -0.268
N -0.331 1.004 0.743
O 1.754 0.524 -0.895
S -1.816 0.405 0.015
S 1.162 0.215 0.365
H 0.675 -1.993 -0.584
H -0.415 2.076 0.611
*
```

Calculated values
- HOMO-LUMO gap (alpha / beta) (eV) = 8.01 / 8.02
- E_HOMO (alpha / beta) (eV) = -8.81 / -8.82
- E (eV) = -27763.3260

***

9.
Computed, not measured: the molecule CH2N2P2 at a distorted geometry, with wB97M-V/def2-TZVPD.

```
! RIJCOSX wB97M-V def2-TZVPD def2/J DEFGRID3
* xyz 0 1
N 1.502 1.303 1.946
C 0.987 0.298 1.806
P -0.198 -1.491 1.168
N -0.686 -0.954 -0.194
P -0.657 0.524 -0.985
H 0.524 0.129 -1.656
H -1.471 0.190 -2.084
*
```

Calculated values
- HOMO-LUMO gap (eV) = 8.29
- E_HOMO (eV) = -9.91
- E (eV) = -22624.7299

***

10.
Computed, not measured: a structure of composition CH2N2P2 at a distorted geometry, with wB97M-V/def2-TZVPD.

```
! RIJCOSX wB97M-V def2-TZVPD def2/J DEFGRID3
* xyz 0 3
C -0.382 0.939 0.190
N 1.983 -0.320 0.115
N 0.607 -1.704 0.031
P 1.390 1.146 0.072
P -0.615 -0.762 0.081
H -1.069 1.731 -0.039
H -1.915 -1.031 -0.450
*
```

Calculated values
- HOMO-LUMO gap (alpha / beta) (eV) = 6.89 / 6.80
- E_HOMO (alpha / beta) (eV) = -7.36 / -9.90
- E (eV) = -22619.9243

***

11.
Computed, not measured: a structure of composition CH2N2P2 at a distorted geometry, with wB97M-V/def2-TZVPD.

```
! RIJCOSX wB97M-V def2-TZVPD def2/J DEFGRID3
* xyz 0 3
C 0.528 -0.665 -0.365
N -0.510 -1.262 -0.120
N -1.095 1.194 0.234
P -1.895 -0.135 0.269
P 0.483 1.207 -0.286
H 1.302 -1.314 -0.627
H 1.187 0.974 0.895
*
```

Calculated values
- HOMO-LUMO gap (alpha / beta) (eV) = 7.09 / 6.28
- E_HOMO (alpha / beta) (eV) = -6.31 / -9.74
- E (eV) = -22623.0361

***

12.
Computed, not measured: the molecule CH2N2S at a distorted geometry, with wB97M-V/def2-TZVPD.

```
! RIJCOSX wB97M-V def2-TZVPD def2/J DEFGRID3
* xyz 0 3
C -1.225 -0.084 -0.132
N -2.377 -0.123 0.307
N 0.051 0.322 -0.253
S 1.247 -0.924 0.126
H 0.394 0.936 -1.032
H 1.910 -0.126 0.984
*
```

Calculated values
- HOMO-LUMO gap (alpha / beta) (eV) = 6.41 / 6.58
- E_HOMO (alpha / beta) (eV) = -6.06 / -10.03
- E (eV) = -14878.9167

***

13.
Computed, not measured: a cluster of 2 separate species, CH2N3O in total at a distorted geometry, with wB97M-V/def2-TZVPD.

```
! RIJCOSX wB97M-V def2-TZVPD def2/J DEFGRID3
* xyz 1 1
C -0.144 -0.914 -0.005
N 2.370 1.147 0.143
N 1.392 0.823 -0.184
N -1.080 -0.071 -0.014
O 0.635 -1.711 0.120
H -1.054 0.992 -0.160
H -2.119 -0.266 0.100
*
```

Calculated values
- HOMO-LUMO gap (eV) = 13.16
- E_HOMO (eV) = -18.98
- E (eV) = -7579.2334

***

14.
Computed, not measured: a cluster of 2 separate species, CH2N3O2 in total at a distorted geometry, with wB97M-V/def2-TZVPD.

```
! RIJCOSX wB97M-V def2-TZVPD def2/J DEFGRID3
* xyz 1 1
C 1.554 -0.346 0.033
N -1.486 -0.491 -0.134
N -1.817 0.581 0.081
N 2.542 0.350 0.283
O 0.603 -0.985 0.281
O 3.482 0.957 -0.104
H -2.156 -1.248 -0.426
H -2.722 1.183 -0.015
*
```

Calculated values
- HOMO-LUMO gap (alpha / beta) (eV) = 7.18 / 5.62
- E_HOMO (alpha / beta) (eV) = -13.70 / -13.94
- E (eV) = -9619.2223

***

15.
Computed, not measured: a cluster of 2 separate species, CH2N3O2 in total at a distorted geometry, with wB97M-V/def2-TZVPD.

```
! RIJCOSX wB97M-V def2-TZVPD def2/J DEFGRID3
* xyz 1 1
C -0.120 -0.614 1.895
N -0.647 0.520 -1.472
N 0.794 0.365 -0.076
N -0.222 0.781 -2.470
O 0.178 1.069 -3.493
O 0.353 -0.107 0.862
H -0.948 -1.212 2.140
H 0.612 -0.802 2.614
*
```

Calculated values
- HOMO-LUMO gap (alpha / beta) (eV) = 9.06 / 9.06
- E_HOMO (alpha / beta) (eV) = -16.07 / -16.07
- E (eV) = -9617.3413

***

16.
Computed, not measured: the ion CH2N3O2 with charge +1 at a distorted geometry, with wB97M-V/def2-TZVPD.

```
! RIJCOSX wB97M-V def2-TZVPD def2/J DEFGRID3
* xyz 1 1
O 1.412 -1.922 0.680
N 0.851 -0.996 1.147
C 0.013 0.047 0.282
O -0.284 1.050 1.359
N 0.173 0.668 2.457
N 0.858 -0.552 2.333
H 0.474 0.521 -0.647
H -0.922 -0.419 -0.146
*
```

Calculated values
- HOMO-LUMO gap (eV) = 9.33
- E_HOMO (eV) = -18.08
- E (eV) = -9619.5295

***

17.
Computed, not measured: the ion CH2N3O2 with charge +1 at a distorted geometry, with wB97M-V/def2-TZVPD.

```
! RIJCOSX wB97M-V def2-TZVPD def2/J DEFGRID3
* xyz 1 1
O 2.938 -0.334 -0.002
C 1.858 -0.005 0.022
N 0.654 0.419 -0.046
N -0.618 -0.210 0.028
N -1.979 0.382 -0.043
O -2.770 -0.462 0.065
H 0.509 1.438 -0.150
H -0.592 -1.229 0.125
*
```

Calculated values
- HOMO-LUMO gap (eV) = 9.34
- E_HOMO (eV) = -15.75
- E (eV) = -9621.5714

***

18.
Computed, not measured: a structure of composition CH2N3O3 at a distorted geometry, with wB97M-V/def2-TZVPD.

```
! RIJCOSX wB97M-V def2-TZVPD def2/J DEFGRID3
* xyz -1 1
C 1.717 0.554 -0.023
N -0.997 0.679 0.264
N 0.617 -0.100 0.267
N -1.798 -0.257 -0.035
O -1.459 -1.448 -0.211
O 1.926 1.736 -0.168
O -2.987 0.098 -0.139
H 2.573 -0.181 -0.073
H 0.408 -1.082 0.118
*
```

Calculated values
- HOMO-LUMO gap (eV) = 8.97
- E_HOMO (eV) = -4.88
- E (eV) = -11678.9310

***

19.
Computed, not measured: the ion CH2N3O3 with charge -1 at a distorted geometry, with wB97M-V/def2-TZVPD.

```
! RIJCOSX wB97M-V def2-TZVPD def2/J DEFGRID3
* xyz -1 1
H -2.315 0.167 1.763
N -1.626 0.545 1.045
N -0.565 -0.078 0.862
N 0.484 0.113 0.312
O 0.559 1.420 -0.619
C 1.182 -1.006 -0.674
O 2.221 -1.384 -0.178
O 0.469 -1.251 -1.612
H -0.409 1.473 -0.899
*
```

Calculated values
- HOMO-LUMO gap (eV) = 8.75
- E_HOMO (eV) = -4.40
- E (eV) = -11680.0714

***

20.
Computed, not measured: a structure of composition CH2N3O3P at a distorted geometry, with wB97M-V/def2-TZVPD.

```
! RIJCOSX wB97M-V def2-TZVPD def2/J DEFGRID3
* xyz 0 1
C -0.663 -1.249 -0.067
N -3.036 -1.518 -0.079
N 0.271 -0.251 0.088
N -2.085 -0.685 -0.054
O -0.468 -2.399 -0.115
O -4.141 -0.835 0.000
O -3.313 1.681 -0.694
P -3.142 0.744 0.422
H 0.080 0.716 0.373
H 1.214 -0.270 -0.300
*
```

Calculated values
- HOMO-LUMO gap (eV) = 8.83
- E_HOMO (eV) = -9.73
- E (eV) = -20969.2408